Formula: C54H119N5O8
Source: the OMol25 dataset
Level of theory: ωB97M-V/def2-TZVPD

Element x y z (Å)
H: -12.925 5.872 -4.411
H: 5.872 -2.704 1.692
H: -11.971 8.039 -3.905
C: 0.558 -1.676 -9.700
H: 0.963 -0.806 -7.688
C: -9.379 5.257 6.309
C: -2.999 2.586 -1.631
H: -3.620 4.159 -3.000
C: 2.660 -1.983 -11.095
H: -8.660 5.932 6.772
H: -9.499 4.187 4.334
H: -2.370 0.713 0.255
C: -1.849 -4.302 5.855
H: -7.491 2.164 -11.312
H: 6.376 -3.951 2.733
H: 8.127 -4.448 -1.307
H: 3.036 3.078 6.611
H: 1.976 -8.580 7.166
H: 1.132 -8.384 4.640
C: 6.434 -3.638 1.691
H: -5.693 5.351 -10.512
C: -1.599 -7.329 8.392
H: 8.895 -2.114 -0.206
H: -8.826 2.330 -10.098
H: 4.287 -1.795 -12.726
H: -11.153 6.228 7.100
C: -11.397 8.548 -5.969
H: -8.082 3.854 5.002
H: -5.651 3.892 -11.339
H: 10.716 -4.853 2.331
H: -0.822 0.007 -0.499
H: 2.371 -2.602 -6.977
H: 3.603 8.141 7.854
C: -10.739 6.006 6.116
O: -4.977 1.930 -2.989
H: -3.533 3.961 0.110
C: 9.745 -5.321 2.494
H: -11.675 8.354 -7.005
H: -7.806 4.464 -9.195
O: 4.829 -1.677 -9.918
H: 0.527 -2.278 -11.623
H: -1.490 2.467 -0.182
H: -2.308 -5.282 8.473
N: 3.467 -1.355 -9.963
C: 4.334 4.090 5.403
C: -0.985 -8.358 7.311
H: -4.473 -0.807 -0.103
C: -8.805 4.669 5.023
C: 3.710 -0.159 -7.714
H: 7.638 -1.347 0.760
H: 3.144 2.423 9.084
C: 2.599 -3.580 -11.186
H: 5.850 -4.264 1.016
C: -3.815 0.080 -2.031
H: 6.555 2.763 7.894
H: 4.930 2.005 9.120
C: 0.224 -4.592 7.335
O: -8.436 4.761 -10.978
H: -5.277 -0.371 -3.778
H: -0.795 2.156 -1.792
H: 6.908 -6.837 1.068
C: 1.466 -7.621 7.070
H: 9.240 -7.346 -0.167
C: -4.894 -0.241 -0.934
H: 3.805 3.634 4.565
N: 4.049 5.242 8.180
C: -0.930 -5.328 6.689
H: 4.501 2.241 6.425
H: 5.388 4.042 5.127
H: 0.733 -4.174 6.467
H: 6.067 6.097 6.317
H: -1.803 -8.744 6.703
C: 3.787 5.524 5.675
C: -7.557 4.058 -10.176
C: 7.912 -3.335 1.155
H: -9.952 4.277 7.947
H: 2.109 -3.887 -12.109
C: 8.817 -3.005 2.370
C: 1.389 -0.852 -8.690
C: -6.055 4.327 -10.424
H: 8.221 -7.732 1.959
H: 5.337 7.767 6.294
H: 10.337 -6.005 -0.381
C: 4.091 6.193 7.044
H: 9.732 -3.877 4.088
H: 3.130 0.177 -6.854
H: -0.718 -7.074 8.982
H: 5.946 7.024 7.738
O: 7.619 -4.933 -0.653
H: 9.769 -2.524 2.145
H: -2.225 4.713 -2.067
H: 3.689 5.445 9.890
H: 1.059 -0.593 -11.543
H: 7.339 -6.521 2.627
H: -13.481 9.272 -5.183
H: -8.545 5.511 4.381
H: -2.310 -1.443 -1.275
H: 6.490 4.214 8.866
C: -12.282 6.355 -5.146
H: 6.623 4.211 7.091
H: 10.512 -7.136 1.026
C: 0.091 -7.666 6.377
H: -10.635 6.879 5.472
C: 4.171 2.787 9.097
H: -11.317 5.914 -4.894
H: 4.085 -2.754 -7.442
H: -5.457 4.140 -9.532
H: 1.990 -3.859 -10.326
H: -1.245 -3.931 5.027
C: -1.791 0.488 -0.640
H: -11.472 5.397 5.587
C: 4.610 3.825 8.030
C: 1.186 -1.583 -11.105
H: 1.394 0.203 -8.963
N: -0.509 -6.438 5.779
C: 2.882 -1.276 -8.562
H: 8.266 -2.313 3.006
O: -9.534 4.111 7.099
H: -5.484 2.189 -2.216
C: 7.880 -2.232 0.172
O: -13.599 8.320 -5.233
O: 0.334 -5.982 4.725
N: 8.353 -4.609 0.525
H: -2.042 -3.457 6.516
H: 3.012 7.907 6.232
N: -3.763 1.551 -2.492
H: -0.509 -1.456 -9.676
H: -4.923 3.278 -0.847
H: -4.537 -1.761 -3.104
H: 2.686 -3.393 -8.414
C: -12.312 7.823 -4.917
C: 3.292 -1.434 -12.468
H: -3.914 2.357 0.362
H: -2.191 3.693 -3.505
C: 3.074 -2.574 -7.809
H: -2.374 -7.662 9.083
H: -8.374 4.458 -11.887
H: 10.022 -6.188 3.094
C: 5.410 6.811 6.814
H: -0.599 -9.139 7.964
H: 0.126 -9.772 5.235
C: -2.474 -0.430 -1.644
O: 4.449 5.745 9.386
H: 4.722 -0.501 -7.497
H: -2.762 -4.787 5.509
C: 4.113 3.226 6.684
C: -1.654 1.982 -1.144
H: 0.568 -2.724 -9.400
H: -12.416 5.960 -6.153
C: 6.120 3.761 7.947
H: 3.747 0.736 -8.335
H: 3.897 6.264 4.883
C: 8.919 -5.770 1.239
H: -7.219 1.991 -9.602
C: -4.338 -0.717 -3.344
C: -2.681 3.845 -2.544
H: 2.765 -1.545 -13.415
H: -3.662 -0.590 -4.189
H: 3.456 -0.392 -12.195
H: -11.199 9.597 -5.752
C: 0.230 -8.689 5.170
H: 2.271 7.226 7.742
H: -1.846 -0.481 -2.533
H: 8.126 -4.689 3.713
H: -0.588 -8.418 4.503
C: 9.044 -4.246 3.327
C: 3.188 7.394 7.178
H: 1.045 -5.062 7.876
H: -5.152 0.578 -0.262
H: 3.552 -4.084 -11.024
H: 7.277 -2.451 -0.709
C: 9.822 -6.600 0.374
H: 5.229 -0.831 -10.129
H: 1.495 -7.208 8.078
C: -2.037 -5.936 7.644
C: 7.811 -6.763 1.674
H: 4.278 3.121 10.129
H: -0.252 -3.802 7.916
H: 2.135 -6.945 6.539
C: -3.930 3.103 -0.434
H: -5.713 -0.848 -1.321
H: -10.406 8.094 -5.985
H: -2.943 -6.161 7.081
H: 1.043 -5.600 5.247
H: 2.704 5.415 5.620
C: -7.787 2.557 -10.340

- Total energy: -81744.777 eV
- Kohn-Sham gap: 0.30544 hartree
- Spin multiplicity: 1
- SMILES: CC1(C)CCCC(C)(C)N1O.CC1(C)CCCC(C)(C)N1O.CC1(C)CCCC(C)(C)N1O.CC1(C)CCCC(C)(C)N1O.CC1(C)CCCC(C)(C)N1O.CC(C)O.CC(C)O.CC(C)O
- Total charge: 0
- Lowest unoccupied orbital energy: 0.41 eV
- HOMO: -7.904 eV